104
Properties=species:S:1:pos:R:3:forces:R:3 method="wB97M-V/def2-TZVPD" lumo_energy_ha=-0.020 energy_ha=-8220.260925 total_charge=0
C -0.0052 7.3361 2.4385 -0.003 -0.834 0.873
C 0.3263 5.8327 1.7989 0.673 1.305 -3.871
Br 0.0502 4.2890 3.1019 0.508 2.227 -2.195
C 0.7929 5.6273 0.3734 -2.670 -0.241 5.381
Br 0.9728 7.2567 -0.8270 -0.138 -2.208 1.468
N 1.1001 4.2069 -0.0523 1.066 3.557 -2.752
S 2.7147 3.9033 0.6372 0.404 0.720 0.439
C 1.2693 4.1059 -1.5819 5.289 -2.448 -3.178
O 2.4724 3.6043 -1.9763 -7.967 3.229 1.489
O 0.2188 4.4599 -2.5488 3.554 -1.120 2.646
C 0.7218 4.3956 -3.9481 -0.431 -0.041 -2.180
C 1.6890 5.6501 -4.3725 0.160 -0.128 -0.679
C 3.2496 5.2528 -4.6804 0.450 0.824 -0.968
C 4.1694 6.5396 -4.2101 -0.245 0.052 0.591
C 4.5491 6.5593 -2.6153 0.234 1.416 0.120
N 5.4406 5.4196 -2.1601 -1.031 0.669 1.695
H -0.3809 8.1068 1.6421 1.074 -1.660 1.374
H -0.8688 7.2619 3.2563 1.891 -0.181 -1.888
H 0.9555 7.7101 3.0403 -2.052 -0.712 -1.590
H 3.3991 5.1265 0.3589 -1.072 -1.378 0.040
H 1.1732 3.3252 -4.2227 -0.713 2.503 1.014
H -0.2539 4.4865 -4.6301 1.901 -0.188 1.960
H 1.6620 6.5372 -3.5994 -0.136 -2.047 -1.302
H 1.2553 6.0981 -5.3905 0.825 -0.968 2.281
H 3.3936 5.1741 -5.8627 -0.415 0.086 2.529
H 3.5977 4.2225 -4.2486 -0.755 2.161 -0.462
H 5.1794 6.6434 -4.8092 -2.092 -0.370 1.148
H 3.5048 7.5101 -4.4140 1.551 -1.960 0.323
H 3.6322 6.5911 -1.8886 1.272 0.191 -1.752
H 5.1566 7.5690 -2.4252 -1.431 -2.047 -0.479
H 4.7864 4.7803 -1.6187 1.213 0.651 -1.058
H 6.0469 5.8415 -1.3957 -0.864 -0.823 -1.306
C -0.5426 1.9922 5.0242 0.330 0.191 -0.087
O -1.5132 1.1295 5.6141 0.053 -1.136 0.084
C -1.1791 -0.1854 5.5905 0.433 -0.118 -0.151
O -0.1548 -0.6570 5.1220 -1.480 0.662 0.633
O -2.1821 -0.8851 6.1786 1.236 0.771 -0.322
C -1.9658 -2.2941 6.2255 0.057 -0.699 0.019
H -0.9130 3.0183 5.0984 -0.241 -0.416 0.260
H 0.4081 1.9296 5.5636 -0.120 -0.110 -0.202
H -0.4050 1.7516 3.9651 0.077 -0.148 0.270
H -1.0720 -2.5280 6.8128 -0.089 0.072 -0.250
H -1.8851 -2.7060 5.2144 0.147 0.074 0.198
H -2.8291 -2.7524 6.7156 0.045 0.371 -0.080
C -0.5320 -7.3187 1.5315 -0.299 -0.575 0.111
O 0.2165 -6.1144 1.3772 -0.043 0.804 1.036
C -0.0077 -5.1899 2.3448 -0.207 0.198 0.481
O -0.7690 -5.3128 3.2917 1.069 0.153 -1.381
O 0.7617 -4.1049 2.0766 -0.583 -1.150 -0.045
C 0.6281 -3.0431 3.0195 -0.027 0.509 0.408
H -0.2745 -7.9850 0.7036 0.109 0.334 0.053
H -0.2703 -7.8184 2.4698 -0.167 0.199 -0.104
H -1.6065 -7.1138 1.4869 0.202 -0.015 0.168
H 0.9360 -3.3718 4.0172 -0.228 0.045 -0.163
H -0.4001 -2.6673 3.0344 0.193 -0.165 0.115
H 1.2874 -2.2286 2.7069 -0.090 -0.337 -0.137
C 6.0319 12.2908 0.3261 0.505 -0.032 0.206
O 4.7222 12.4601 -0.2128 -0.690 -0.832 -0.317
C 4.0909 11.2992 -0.5208 0.218 -0.387 0.068
O 4.5452 10.1751 -0.3751 -0.670 1.586 -0.214
O 2.8665 11.6053 -1.0191 0.957 -0.052 0.383
C 2.0833 10.4722 -1.3892 -0.284 -0.299 -0.101
H 6.4419 13.2826 0.5354 -0.353 -0.092 -0.151
H 5.9933 11.7291 1.2651 0.021 -0.040 -0.265
H 6.6858 11.7936 -0.3975 -0.173 -0.057 0.200
H 1.8870 9.8377 -0.5189 0.221 0.107 -0.186
H 2.5795 9.9022 -2.1814 0.018 -0.022 0.239
H 1.1260 10.8341 -1.7741 0.283 0.220 0.123
C 0.8711 -6.2057 -1.4013 0.037 -0.041 0.495
O 0.4054 -5.9670 -2.7282 -0.779 -0.842 -0.802
C -0.4246 -6.9265 -3.2095 0.119 0.049 0.209
O -0.7823 -7.9304 -2.6135 0.434 1.369 -0.767
O -0.7878 -6.5755 -4.4689 0.361 -0.173 1.019
C -1.6679 -7.5003 -5.1051 -0.307 -0.278 -0.267
H 1.5261 -5.3769 -1.1189 -0.239 -0.064 -0.279
H 0.0329 -6.2370 -0.6978 0.337 -0.042 -0.530
H 1.4508 -7.1333 -1.3566 -0.204 0.061 0.010
H -2.6076 -7.5835 -4.5497 0.222 -0.110 -0.011
H -1.1896 -8.4796 -5.2084 -0.125 0.168 0.121
H -1.8921 -7.1199 -6.1055 0.224 0.144 0.277
C -9.2115 -2.5752 5.3545 -0.449 -0.109 -0.190
O -7.9505 -2.3099 5.9660 0.718 0.533 -0.423
C -7.1120 -1.5556 5.2116 0.024 0.217 -0.407
O -7.3517 -1.1106 4.1001 0.307 -0.664 1.607
O -5.9604 -1.3822 5.9081 -1.158 -0.331 -0.439
C -4.9772 -0.6012 5.2315 0.428 0.425 -0.072
H -9.8003 -3.1851 6.0452 0.359 0.137 0.051
H -9.7547 -1.6429 5.1697 0.176 -0.165 -0.123
H -9.0790 -3.1385 4.4251 -0.014 0.256 0.086
H -5.3511 0.4100 5.0417 -0.037 -0.241 -0.155
H -4.6755 -1.0856 4.2972 -0.184 0.148 0.049
H -4.0996 -0.5274 5.8796 -0.696 -0.126 -0.101
C -1.5627 -10.8341 -3.1327 -0.289 0.412 0.367
O -0.7596 -11.8676 -3.6997 -0.336 -0.838 -0.939
C -1.3720 -12.5746 -4.6827 -0.364 0.178 0.004
O -2.5075 -12.3951 -5.0945 1.605 -0.273 0.536
O -0.5023 -13.5160 -5.1283 -0.518 0.731 0.422
C -1.0150 -14.3414 -6.1724 -0.153 -0.303 -0.359
H -0.9737 -10.3349 -2.3584 0.050 -0.271 -0.350
H -1.8311 -10.0930 -3.8925 -0.052 -0.281 0.231
H -2.4595 -11.2542 -2.6659 0.061 0.050 -0.253
H -1.2616 -13.7405 -7.0537 -0.116 -0.091 0.223
H -1.8899 -14.9017 -5.8271 0.061 0.235 -0.119
H -0.2364 -15.0569 -6.4508 0.017 0.278 0.271